(1)
Below is a cluster of 15 separate species, C82H132F14N19O32S14 in total in a non-equilibrium geometry, with properties calculated with ωB97M-V with the def2-TZVPD basis set.

CARTESIAN COORDINATES (ANGSTROEM)
1 C -3.19751 -2.18689 -2.42641
2 N -4.18381 -1.21939 -2.91662
3 C -5.37176 -1.71846 -3.24007
4 C -6.37545 -0.91780 -3.68989
5 C -6.20645 0.48026 -3.81480
6 C -4.97248 1.01704 -3.37026
7 C -3.93796 0.15893 -2.98766
8 C -7.30583 1.30272 -4.32301
9 C -7.52163 2.64594 -3.90142
10 C -8.61732 3.38347 -4.38872
11 N -9.43767 2.80347 -5.31431
12 C -9.22758 1.56038 -5.77980
13 C -8.20840 0.82803 -5.32007
14 C -10.56474 3.66623 -5.73093
15 H -3.40622 -2.49708 -1.40253
16 H -2.22280 -1.70936 -2.52651
17 H -3.20399 -3.06655 -3.07003
18 H -5.43439 -2.79489 -3.17860
19 H -7.33270 -1.33152 -3.97080
20 H -4.93216 2.09620 -3.35719
21 H -3.00939 0.41702 -2.50027
22 H -6.80506 3.13018 -3.25455
23 H -8.80503 4.38090 -4.01953
24 H -9.95940 1.15858 -6.46492
25 H -8.13851 -0.21692 -5.58388
26 H -11.47817 3.35976 -5.22122
27 H -10.64713 3.68449 -6.81766
28 H -10.36281 4.69177 -5.42175
29 C 5.77381 -2.61010 3.39024
30 N 6.68268 -1.92081 2.49104
31 C 7.91048 -2.40042 2.20003
32 C 8.86733 -1.57127 1.59599
33 C 8.52373 -0.28780 1.37942
34 C 7.17169 0.13075 1.51741
35 C 6.26767 -0.74279 2.02509
36 C 9.59225 0.69084 0.82300
37 C 10.92154 0.69468 1.28772
38 C 11.82819 1.68132 0.80169
39 N 11.46269 2.57420 -0.15430
40 C 10.20034 2.52728 -0.66890
41 C 9.30373 1.61337 -0.23033
42 C 12.41360 3.62744 -0.56221
43 H 4.79416 -2.63981 2.91327
44 H 5.71386 -2.03773 4.31593
45 H 6.15570 -3.62557 3.49550
46 H 8.15401 -3.39766 2.53560
47 H 9.83867 -2.01819 1.44383
48 H 6.80460 1.08684 1.17457
49 H 5.22920 -0.48550 2.17268
50 H 11.10701 0.06485 2.14523
51 H 12.71650 1.81039 1.40224
52 H 9.92121 3.32591 -1.34023
53 H 8.27670 1.54482 -0.55727
54 H 13.09423 3.25565 -1.32811
55 H 12.89397 4.00775 0.33930
56 H 11.79542 4.37611 -1.05763
57 C -2.43279 8.91283 -0.01640
58 N -1.92186 7.98427 0.97576
59 C -2.07389 8.31258 2.26818
60 C -1.78124 7.32133 3.21106
61 C -1.24047 6.03457 2.94586
62 C -1.02160 5.76888 1.61637
63 C -1.34326 6.78741 0.60783
64 C -0.88507 5.02638 3.98621
65 C -0.34204 5.36865 5.19786
66 C -0.15969 4.45095 6.23002
67 N -0.39897 3.14366 5.93520
68 C -0.99014 2.73244 4.80129
69 C -1.19912 3.69280 3.80929
70 C -0.13324 2.07662 6.91840
71 H -3.50629 8.78787 0.12528
72 H -2.11873 8.51498 -0.98138
73 H -2.16310 9.95045 0.18033
74 H -2.45133 9.27935 2.56703
75 H -1.80872 7.49713 4.27630
76 H -0.45799 4.91118 1.28007
77 H -1.08420 6.63310 -0.42922
78 H -0.14297 6.41150 5.39592
79 H 0.07038 4.74281 7.24406
80 H -1.28886 1.69478 4.78076
81 H -1.72267 3.38619 2.91582
82 H -0.26180 2.45148 7.93380
83 H 0.83860 1.70884 6.58918
84 H -0.96330 1.37306 6.85436
85 C 0.35160 3.80595 -1.59214
86 N 0.91566 4.64982 -2.67902
87 C 0.15536 5.57005 -3.28271
88 C 0.77594 6.42939 -4.23947
89 C 2.14774 6.50515 -4.38993
90 C 2.89461 5.52835 -3.72151
91 C 2.29823 4.66629 -2.79737
92 C 2.75996 7.53730 -5.31578
93 C 4.14893 7.77564 -5.31082
94 C 4.71296 8.74812 -6.14799
95 N 3.97744 9.37621 -7.01012
96 C 2.64385 9.19108 -7.13918
97 C 2.00978 8.26705 -6.28655
98 C 4.68499 10.23665 -7.93243
99 H 1.13127 3.07765 -1.36901
100 H -0.53105 3.26769 -1.93755
101 H 0.12002 4.37064 -0.68904
102 H -0.87610 5.71811 -2.99886
103 H 0.12760 7.19086 -4.64714
104 H 3.97223 5.56729 -3.66132
105 H 2.81036 3.92132 -2.20648
106 H 4.80105 7.35259 -4.56104
107 H 5.78219 8.89719 -6.11762
108 H 2.09763 9.73036 -7.89894
109 H 0.93834 8.16228 -6.37280
110 H 4.99385 11.18506 -7.49283
111 H 4.06078 10.37195 -8.81569
112 H 5.52000 9.68782 -8.36791
113 C -2.31467 -5.05650 2.06878
114 C -3.49015 -4.78807 3.07453
115 C -4.78816 -5.29145 2.50824
116 C -4.89595 -6.82719 2.49620
117 C -4.90574 -7.28565 3.97481
118 C -3.56990 -6.92235 4.73736
119 N -3.17566 -5.49061 4.38244
120 O -1.94595 -5.12695 4.97008
121 C -2.47602 -7.96613 4.42919
122 C -3.82789 -6.85297 6.23677
123 C -3.63125 -3.29844 3.43018
124 H -2.34984 -4.82392 1.00446
125 H -2.01405 -6.09818 1.95646
126 H -1.39129 -4.55963 2.36643
127 H -4.91245 -4.96244 1.47654
128 H -5.65608 -4.91224 3.04768
129 H -4.06743 -7.28306 1.95414
130 H -5.82023 -7.09274 1.98308
131 H -5.21692 -8.32305 4.09754
132 H -5.78879 -6.81668 4.40884
133 H -1.47967 -7.77922 4.82975
134 H -2.44714 -8.03391 3.34168
135 H -2.87396 -8.93934 4.71660
136 H -4.23032 -7.82301 6.52861
137 H -4.63399 -6.12430 6.32256
138 H -3.03604 -6.52818 6.91174
139 H -2.78058 -2.98866 4.03723
140 H -4.48909 -3.05884 4.05851
141 H -3.59210 -2.73932 2.49533
142 C 3.18214 -0.73547 -0.59758
143 C 1.83796 -1.46345 -0.29941
144 C 2.08642 -2.54264 0.84300
145 C 0.79447 -3.12936 1.45699
146 C 0.06737 -1.96782 2.07320
147 C -0.25691 -0.70413 1.19838
148 N 0.83561 -0.38358 0.20323
149 O 0.62467 0.76459 -0.64901
150 C -0.46957 0.63057 2.01809
151 C -1.51011 -1.00110 0.24898
152 C 1.32627 -2.06494 -1.57164
153 H 3.20339 -0.39760 -1.63368
154 H 4.04905 -1.39110 -0.67947
155 H 3.43453 0.17933 -0.06136
156 H 2.59212 -1.88571 1.55067
157 H 2.80220 -3.32004 0.57577
158 H 1.07025 -3.86280 2.21468
159 H 0.09377 -3.60912 0.77365
160 H 0.70204 -1.72268 2.92478
161 H -0.77893 -2.30997 2.66885
162 H -1.41414 0.61133 2.56170
163 H -0.50746 1.47616 1.33133
164 H 0.21831 0.73620 2.85700
165 H -2.43428 -1.19344 0.79397
166 H -1.26246 -1.89960 -0.31622
167 H -1.71789 -0.15938 -0.41165
168 H 0.37916 -2.57302 -1.39015
169 H 1.97244 -2.82286 -2.01450
170 H 1.19004 -1.39671 -2.42195
171 C 6.85904 -3.30145 -0.96425
172 C 7.18370 -4.75933 -0.91619
173 N 6.39136 -5.74382 -1.92654
174 C 6.81681 -5.41680 -3.38224
175 C 6.80664 -7.18400 -1.58827
176 C 6.05779 -8.33059 -2.19677
177 C 4.88339 -5.54699 -1.84292
178 C 4.22874 -5.87758 -0.47614
179 O 4.80351 -5.18923 0.61902
180 C 4.27782 -5.75031 1.79151
181 H 7.76980 -2.72380 -0.80633
182 H 6.18198 -2.90976 -0.20513
183 H 6.37133 -3.10150 -1.91833
184 H 7.04131 -5.22525 0.05887
185 H 8.23126 -5.00780 -1.08638
186 H 6.64187 -4.36296 -3.59885
187 H 6.32039 -6.08273 -4.08808
188 H 7.89663 -5.55257 -3.32187
189 H 6.59381 -7.16340 -0.51944
190 H 7.88337 -7.28473 -1.72470
191 H 4.98916 -8.36248 -1.98437
192 H 6.42504 -9.23422 -1.71026
193 H 6.22943 -8.42126 -3.26935
194 H 4.42626 -6.23005 -2.55884
195 H 4.54940 -4.57253 -2.19927
196 H 4.35636 -6.93090 -0.22648
197 H 3.17788 -5.62528 -0.61806
198 H 3.19981 -5.60144 1.85352
199 H 4.78980 -5.33107 2.65766
200 H 4.42517 -6.82135 1.93032
201 C -8.69412 3.62253 1.16451
202 C -9.21580 2.33601 0.41847
203 N -8.31559 1.05125 0.67093
204 C -6.83812 1.42224 0.68696
205 C -8.77503 0.48726 2.04699
206 C -10.28955 0.04873 2.23375
207 C -8.71918 -0.05962 -0.40690
208 C -8.10658 -1.43102 -0.19122
209 O -6.76516 -1.42479 -0.21240
210 C -6.14354 -2.29259 0.71389
211 H -7.70849 3.77423 0.72449
212 H -8.64411 3.48458 2.24459
213 H -9.23479 4.49913 0.80765
214 H -9.19340 2.35816 -0.67107
215 H -10.24481 2.03821 0.61986
216 H -6.48050 1.74999 -0.28915
217 H -6.26087 0.55960 1.01974
218 H -6.62723 2.09452 1.51862
219 H -8.46979 1.27847 2.73176
220 H -8.08978 -0.24295 2.47747
221 H -10.36927 -0.46876 3.18975
222 H -10.58558 -0.65741 1.45796
223 H -10.90007 0.94375 2.35328
224 H -8.42122 0.44389 -1.32657
225 H -9.80446 -0.13662 -0.34103
226 H -8.53964 -2.04562 -0.98041
227 H -8.53140 -1.84827 0.72175
228 H -5.10435 -2.24564 0.38833
229 H -6.50765 -3.31701 0.63587
230 H -6.16730 -1.95942 1.75145
231 N 2.73760 -6.33795 5.24609
232 S 1.31612 -6.52417 5.21979
233 O 0.64784 -6.16560 3.95700
234 O 0.53469 -6.41022 6.44000
235 F 1.35264 -8.13923 5.06460
236 S 2.51912 -4.61177 5.54313
237 O 1.95055 -4.23414 6.84678
238 O 2.26101 -3.75072 4.40736
239 F 4.09821 -4.16975 5.77158
240 N 6.66905 3.37450 -2.09020
241 S 7.19350 4.74782 -2.37922
242 O 8.51488 5.04303 -1.75731
243 O 6.23253 5.82618 -2.54433
244 F 7.51847 4.51598 -3.90955
245 S 6.00933 3.64860 -0.56019
246 O 4.72016 4.38838 -0.52052
247 O 6.80577 3.70430 0.67111
248 F 5.48172 2.15767 -0.50730
249 N -2.56879 5.00357 -1.48339
250 S -3.85019 5.33454 -2.21865
251 O -4.72707 6.35581 -1.69920
252 O -4.49820 4.21705 -2.95025
253 F -3.17420 6.09603 -3.47716
254 S -3.37579 3.94671 -0.39708
255 O -3.90837 2.65531 -0.90090
256 O -4.13355 4.63131 0.61412
257 F -2.12256 3.52552 0.43745
258 N 3.38239 -6.27517 -4.60743
259 S 2.69631 -7.61057 -4.43804
260 O 1.76045 -8.12219 -5.43947
261 O 2.62267 -7.99257 -3.03025
262 F 3.94971 -8.46804 -4.97743
263 S 1.93344 -5.43567 -4.38980
264 O 1.37324 -5.50427 -3.02766
265 O 1.02138 -5.37866 -5.50740
266 F 2.61172 -3.99593 -4.28580
267 N -3.67351 1.41394 4.58491
268 S -4.48440 1.04912 3.47729
269 O -5.90143 1.35059 3.68755
270 O -4.12885 -0.06880 2.62616
271 F -4.06304 2.26801 2.50368
272 S -3.67085 -0.10313 5.33816
273 O -2.54626 -0.89829 4.98098
274 O -4.93475 -0.82814 5.50754
275 F -3.31269 0.36005 6.83902
276 N 2.67125 0.66838 2.42435
277 S 2.95146 0.62041 3.88776
278 O 1.79260 0.82948 4.69226
279 O 4.31137 1.10119 4.31836
280 F 3.14881 -1.03642 4.03280
281 S 2.69356 2.38697 2.30815
282 O 3.88765 3.13673 2.64375
283 O 1.39707 3.07444 2.18590
284 F 2.92580 2.38843 0.70798
285 N -0.29600 0.14168 -5.90885
286 S 0.53928 -1.00582 -5.59119
287 O -0.14309 -2.20786 -5.06306
288 O 1.94132 -0.83730 -5.26158
289 F 0.83800 -1.27320 -7.18542
290 S -0.07726 0.86245 -4.42463
291 O 1.09069 1.64797 -4.22947
292 O -0.73039 0.22404 -3.26256
293 F -1.14353 2.07703 -4.76953

Molar mass, g/mol: 2610.97
E_LUMO, eV: -11.20
Multiplicity: 1
Total charge: +5
HOMO level, eV: -14.82
Electronic energy, eV: -370672.6853

Atom charges from the Mulliken analysis, given in e for atoms 1 to 4: -0.57 0.42 -0.93 -0.63

(2)
Below is a structure of composition C18H26Cl3N2O11SSc, with properties calculated with ωB97M-V with the def2-TZVPD basis set.

CARTESIAN COORDINATES (ANGSTROEM)
1 Sc 0.98072 0.17965 -1.20673
2 C -1.70309 0.69963 -3.03511
3 C -2.59008 0.21584 -1.90513
4 O -1.81148 -0.35365 -0.86707
5 C -2.26184 -0.05497 0.44006
6 C -2.04562 1.40755 0.78262
7 O -0.77007 1.78665 0.31306
8 C -0.59918 3.17263 0.17758
9 C 0.85895 3.38665 -0.12870
10 O 1.29555 2.59416 -1.23322
11 C 1.09035 3.11724 -2.54682
12 C -0.17671 2.54890 -3.20399
13 O -0.59839 1.41423 -2.46142
14 H -2.28151 1.38110 -3.66543
15 H -1.32051 -0.11977 -3.63904
16 H -3.28550 -0.53117 -2.30248
17 H -3.18211 1.05205 -1.52167
18 H -1.68896 -0.70148 1.10035
19 H -3.32337 -0.30211 0.56177
20 H -2.11620 1.55017 1.86759
21 H -2.80590 2.04494 0.31299
22 H -0.84661 3.69925 1.10778
23 H -1.25170 3.56169 -0.61799
24 H 1.07634 4.44053 -0.32011
25 H 1.44722 3.05023 0.72638
26 H 1.96532 2.82638 -3.12025
27 H 1.04088 4.20702 -2.49724
28 H 0.04573 2.26614 -4.23628
29 H -0.99547 3.27631 -3.21004
30 N 3.26023 0.67938 -0.24732
31 N 4.14830 0.57388 -1.33164
32 C 3.61432 0.66346 -2.61613
33 O 4.32573 0.86285 -3.57604
34 O 2.31846 0.49800 -2.64054
35 H 3.29971 1.60970 0.15968
36 H 3.50250 0.00163 0.47281
37 H 5.08764 0.92492 -1.22614
38 Cl 2.95703 -2.58173 -3.96240
39 C 1.84304 -3.03089 -2.67455
40 Cl 2.49368 -2.46134 -1.11309
41 Cl 1.66588 -4.78831 -2.58747
42 C 0.46007 -2.36671 -2.99323
43 O -0.26618 -2.91810 -3.78148
44 O 0.21817 -1.27811 -2.35859
45 C -2.69188 -3.78232 5.06716
46 C -1.68045 -2.94062 4.33922
47 C -0.87321 -3.49366 3.34663
48 C 0.05263 -2.72395 2.66384
49 C 0.17293 -1.37645 2.97348
50 C -0.61564 -0.80217 3.95838
51 C -1.53593 -1.58895 4.63576
52 S 1.31332 -0.38029 2.08061
53 O 1.18425 0.97830 2.54409
54 O 2.61884 -0.98932 2.16558
55 O 0.80642 -0.50459 0.65943
56 H -2.55335 -4.84069 4.85199
57 H -3.70827 -3.51262 4.77411
58 H -2.61359 -3.64118 6.14568
59 H -0.96959 -4.54510 3.10461
60 H 0.67142 -3.16452 1.89228
61 H -0.50423 0.24806 4.19059
62 H -2.14902 -1.14434 5.41120

Molar mass, g/mol: 629.79
E_LUMO, eV: 0.05
Multiplicity: 1
Total charge: 0
HOMO level, eV: -9.47
Electronic energy, eV: -113698.3822

Atom charges from the Mulliken analysis, given in e for atoms 1 to 4: 0.44 -0.77 -0.64 -0.08

(3)
Below is a structure of composition C17H25N4NiO2P2S5, with properties calculated with ωB97M-V with the def2-TZVPD basis set.

CARTESIAN COORDINATES (ANGSTROEM)
1 Ni 0.14893 0.05070 -0.48409
2 S -0.77639 -1.87449 -1.71545
3 C -1.14816 -2.43527 -0.13036
4 S -0.48926 -1.54187 1.19577
5 C -1.94080 -3.56880 0.06717
6 C -2.53687 -4.26229 -1.02686
7 N -3.01844 -4.83945 -1.90415
8 C -2.25261 -4.06007 1.36728
9 N -2.52913 -4.45469 2.41715
10 C -0.20915 6.14054 -0.40352
11 C -0.24591 4.70003 -0.86487
12 O 1.08435 4.28101 -1.13253
13 P 1.60606 2.76144 -0.91601
14 S 0.96130 2.05035 0.83233
15 S 3.44755 2.70690 -1.45600
16 O 0.62039 1.88383 -1.91887
17 C 0.91568 1.73520 -3.32043
18 C 0.60465 2.99583 -4.09506
19 H -1.22003 6.49524 -0.18908
20 H 0.23112 6.78373 -1.16669
21 H 0.39128 6.22983 0.50201
22 H -0.83362 4.60753 -1.78431
23 H -0.69298 4.05596 -0.10270
24 H 0.28785 0.90273 -3.64381
25 H 1.96488 1.44925 -3.41895
26 H -0.42791 3.31011 -3.92533
27 H 0.72838 2.80413 -5.16397
28 H 1.27045 3.80844 -3.80596
29 C -2.50745 1.77797 1.23019
30 P -2.14423 0.84558 -0.29562
31 C -3.50022 -0.36844 -0.27571
32 C -2.73650 1.99790 -1.58790
33 H -3.55106 2.10381 1.26012
34 H -1.84661 2.64065 1.29868
35 H -2.30740 1.12419 2.08034
36 H -4.45978 0.14599 -0.17412
37 H -3.36049 -1.04592 0.56628
38 H -3.48145 -0.96498 -1.18639
39 H -3.76031 2.33191 -1.39758
40 H -2.69914 1.49525 -2.55626
41 H -2.07100 2.85715 -1.63203
42 N 6.36634 -2.53352 -2.63022
43 C 6.07432 -2.01501 -1.35037
44 S 7.31962 -2.00931 -0.19544
45 C 4.76038 -1.51847 -1.16377
46 C 4.27601 -1.07327 0.09717
47 C 2.98718 -0.64362 0.23730
48 N 2.08348 -0.60075 -0.77068
49 C 2.52516 -1.02185 -1.96917
50 C 3.79905 -1.46074 -2.21468
51 H 7.23282 -3.04875 -2.59689
52 H 5.61931 -3.08674 -3.03177
53 H 4.94013 -1.08446 0.94930
54 H 2.62231 -0.30373 1.19755
55 H 1.79434 -1.01243 -2.76996
56 H 4.05169 -1.73196 -3.23090

Molar mass, g/mol: 598.39
⟨S²⟩: 3.77
E_LUMO (spin up / spin down), eV: 4.07 / 4.05
Multiplicity: 4
Total charge: -2
HOMO level (spin up / spin down), eV: -0.37 / -2.57
Electronic energy, eV: -141893.9293

Atom charges from the Mulliken analysis, given in e for atoms 1 to 4: 0.05 -0.50 0.64 -0.43

(4)
Below is a cluster of 5 separate species, CH14NO4 in total in a non-equilibrium geometry, with properties calculated with ωB97M-V with the def2-TZVPD basis set.

CARTESIAN COORDINATES (ANGSTROEM)
1 C -1.83465 0.49437 -0.28222
2 N -0.51538 0.20422 0.39467
3 H -1.64040 -0.02916 -1.15134
4 H -2.21107 1.55266 -0.40847
5 H -2.71823 -0.00104 0.14115
6 H -0.19887 -0.73003 0.21243
7 H 0.20125 0.79891 0.00240
8 H -0.61124 0.42506 1.52612
9 H 0.92815 -2.70408 -4.99635
10 H 2.16050 -3.12941 -5.64878
11 O 1.84959 -2.73119 -4.87012
12 H 1.21182 2.65767 4.51025
13 H 0.35216 1.76808 5.41281
14 O 0.33709 2.21667 4.51573
15 H -0.49969 1.00746 3.39690
16 H -2.06234 0.64099 3.32793
17 O -1.24100 0.54984 2.83242
18 H 1.95958 -0.40368 -3.09926
19 H 1.04654 -1.37859 -3.20160
20 O 1.14150 -0.64414 -2.61472

Molar mass, g/mol: 104.13
E_LUMO, eV: -2.80
Multiplicity: 1
Total charge: +1
HOMO level, eV: -14.42
Electronic energy, eV: -10937.6140

Atom charges from the Mulliken analysis, given in e for atoms 1 to 4: -0.84 -0.30 0.39 0.32